Entry from OMol25: a structure of composition C43H54BClN7O4S3Sc at a distorted geometry (ωB97M-V/def2-TZVPD).

```
114
Properties=species:S:1:pos:R:3:forces:R:3:lowdin_charge:R:1
Sc 0.7495 1.1166 -0.1403 -0.79 -0.83 0.18 0.8929
C 1.7002 -4.7287 -3.4614 -0.04 0.03 0.04 -0.0540
C 1.4338 -3.3048 -2.9411 0.01 0.01 -0.05 -0.5169
C 2.7858 -2.6340 -2.7311 0.03 -0.01 -0.02 -0.0736
C 0.6084 -2.5200 -3.9602 -0.05 0.00 0.05 -0.0152
N 0.6292 -3.4264 -1.6864 -0.03 -0.05 -0.02 0.0140
C -0.4071 -4.3450 -1.6250 -0.01 0.03 0.01 -0.0652
C -0.9287 -4.2791 -0.3910 -0.01 0.03 -0.02 -0.0800
N -0.2428 -3.3189 0.3154 0.04 -0.10 0.02 0.0259
B -0.6019 -3.1542 1.8170 0.04 0.08 -0.03 -0.6238
N -1.9815 -2.5006 2.0400 0.02 -0.02 0.03 0.0152
C -2.5973 -2.7439 3.2452 0.00 -0.02 0.01 -0.0779
C -3.7534 -2.0694 3.2687 -0.03 -0.02 -0.03 -0.0723
N -3.8723 -1.4072 2.0526 -0.05 -0.09 0.02 -0.0011
C -2.7348 -1.6404 1.3080 -0.01 0.07 0.06 -0.6936
S -2.2827 -0.9890 -0.1905 -0.01 0.01 -0.05 0.6716
C -5.0378 -0.5137 1.8310 0.03 0.05 -0.03 -0.5439
C -6.2900 -1.2175 2.3797 0.02 0.00 0.01 -0.0564
C -4.7760 0.7785 2.6008 0.00 0.04 -0.02 -0.0181
C -5.3024 -0.2124 0.3593 0.01 -0.01 -0.01 -0.0855
N 0.5112 -2.5357 2.6859 0.02 0.08 -0.08 0.0173
C 1.5432 -3.3462 3.1021 -0.02 0.00 0.02 -0.0804
C 2.3937 -2.6029 3.8220 -0.01 -0.03 0.00 -0.0748
N 1.8868 -1.3113 3.8732 0.04 0.02 -0.14 0.0111
C 0.7313 -1.2613 3.1241 -0.07 -0.07 0.08 -0.6755
S -0.2827 0.0585 2.7929 0.03 -0.03 -0.04 0.6811
C 2.6985 -0.2550 4.5498 -0.06 -0.01 0.06 -0.5319
C 3.9143 0.0486 3.6758 -0.03 0.00 0.02 -0.0136
C 1.9196 1.0238 4.8360 -0.01 -0.02 -0.03 -0.0715
C 3.1557 -0.8243 5.9032 -0.03 0.00 0.01 -0.0575
C 0.6925 -2.7664 -0.4875 -0.07 0.05 -0.12 -0.6258
S 1.7568 -1.5024 -0.0589 0.04 0.26 0.28 0.7515
H 2.4815 -4.6793 -4.2195 -0.02 0.01 -0.02 0.0802
H 0.8205 -5.1773 -3.9251 -0.02 -0.01 0.02 0.0667
H 2.0420 -5.3799 -2.6551 0.03 0.00 0.00 0.0885
H 3.3283 -2.6844 -3.6777 -0.01 -0.01 0.00 0.0863
H 3.3669 -3.1420 -1.9603 0.01 -0.01 0.00 0.0839
H 2.6906 -1.5913 -2.4518 0.03 -0.13 -0.05 0.0188
H 1.0980 -2.5645 -4.9363 0.01 0.01 -0.01 0.0912
H 0.5330 -1.4755 -3.6578 0.00 -0.19 -0.07 0.0588
H -0.3957 -2.9402 -4.0530 0.00 -0.05 -0.03 0.0846
H -0.6921 -4.9524 -2.4615 0.02 -0.01 -0.02 0.1078
H -1.7472 -4.8185 0.0511 0.01 -0.01 0.01 0.1196
H -0.7294 -4.2966 2.2261 0.04 0.01 0.02 0.1169
H -2.1423 -3.3753 3.9875 0.01 0.00 0.00 0.1181
H -4.4922 -1.9976 4.0425 -0.01 -0.01 0.00 0.1036
H -6.3269 -1.2195 3.4694 0.00 -0.01 0.00 0.0659
H -6.3355 -2.2490 2.0261 -0.02 0.01 -0.02 0.0893
H -7.1754 -0.6902 2.0235 0.01 0.02 0.02 0.0785
H -4.6394 0.5731 3.6647 0.00 -0.01 0.00 0.0820
H -5.6135 1.4689 2.4803 0.00 0.02 0.00 0.0876
H -3.8747 1.2617 2.2283 0.04 0.06 -0.03 0.0789
H -5.4603 -1.1303 -0.2097 0.01 0.01 0.00 0.0832
H -4.4800 0.3213 -0.1007 0.01 0.04 -0.01 0.0103
H -6.2073 0.3985 0.3095 -0.01 -0.02 -0.01 0.0804
H 1.5778 -4.3889 2.8407 0.00 0.01 0.00 0.1138
H 3.3163 -2.8803 4.2927 0.01 0.01 0.00 0.1039
H 3.6037 0.4882 2.7319 -0.06 0.06 -0.13 0.0751
H 4.4849 -0.8630 3.4775 0.00 0.04 0.01 0.0792
H 4.5608 0.7664 4.1852 0.00 -0.01 0.00 0.0908
H 1.6144 1.5265 3.9281 -0.01 0.03 -0.08 0.0311
H 2.5840 1.6880 5.3927 0.00 0.00 0.02 0.0863
H 1.0271 0.8225 5.4308 0.02 0.01 -0.02 0.0777
H 3.9203 -1.5950 5.7996 -0.01 -0.01 0.00 0.0635
H 2.3093 -1.2404 6.4539 0.01 0.02 0.00 0.0880
H 3.5868 -0.0142 6.4920 0.02 0.00 0.00 0.0784
O 3.1498 3.3946 2.1234 0.02 -0.09 0.15 0.0163
C 2.1615 2.8494 1.6381 0.09 0.09 0.04 -0.6102
O 2.1257 1.6165 1.2216 0.40 0.30 0.24 -0.1929
C 0.8681 3.5718 1.4992 -0.03 0.09 0.01 -0.2163
C 0.7262 4.8281 2.0598 -0.01 0.01 -0.03 -0.0423
C -0.4778 5.4971 1.9974 0.00 0.02 -0.01 -0.0607
C -1.5923 4.8347 1.3966 0.00 0.01 0.00 -0.1766
C -2.8645 5.4156 1.3262 -0.01 -0.01 -0.01 -0.0765
C -3.9378 4.7540 0.7488 -0.02 0.01 0.02 -0.1337
C -3.7539 3.4666 0.2602 -0.02 -0.04 0.02 -0.1260
C -2.5109 2.8567 0.3398 0.00 -0.03 0.03 -0.0804
C -1.3961 3.5273 0.8562 0.01 -0.02 -0.05 -0.2117
N -0.1570 2.9233 0.8278 0.29 0.00 0.06 0.0236
H 1.5986 5.2477 2.5428 0.00 -0.01 0.00 0.1067
H -0.6064 6.4846 2.4247 -0.01 0.00 0.00 0.0852
H -2.9944 6.4136 1.7339 0.01 0.00 0.00 0.0928
H -4.9084 5.2332 0.6875 0.00 0.00 0.00 0.0796
H -4.5835 2.9309 -0.1866 -0.01 -0.04 0.01 0.0898
H -2.3734 1.8428 -0.0170 -0.04 -0.05 -0.02 0.0506
Cl 7.1723 0.2999 -5.9344 0.00 0.01 0.00 0.5362
C 5.7276 0.4842 -4.9501 0.00 -0.02 0.00 -0.7030
C 5.8187 1.0808 -3.6841 0.01 0.00 -0.01 -0.1454
C 4.6959 1.2203 -2.9095 -0.01 0.00 -0.01 -0.0251
C 3.4219 0.7583 -3.3665 0.01 0.05 -0.03 -0.1618
C 3.3663 0.1604 -4.6670 0.00 0.01 0.03 -0.0538
C 4.4977 0.0298 -5.4351 0.01 0.01 0.00 -0.1528
C 2.2807 0.8935 -2.5589 0.06 0.18 -0.03 -0.5007
O 1.1489 0.3344 -3.0014 0.01 0.15 0.04 -0.1520
O 2.2785 1.5070 -1.4277 0.12 -0.07 -0.20 -0.1215
H 6.7802 1.4272 -3.3251 0.00 0.00 0.01 0.0875
H 4.7549 1.6747 -1.9293 0.00 0.00 0.00 0.1118
H 2.4133 -0.1908 -5.0410 0.01 0.00 -0.01 0.0960
H 4.4444 -0.4204 -6.4193 0.00 0.00 0.00 0.0864
C -1.0943 0.9137 -4.6611 0.03 0.04 -0.05 -0.0646
C -0.7599 1.7154 -3.3938 0.03 -0.01 0.00 -0.6037
C 0.1850 2.8632 -3.7679 -0.01 0.01 0.05 -0.0425
C -2.0470 2.3103 -2.8423 -0.04 -0.06 0.01 -0.0650
C -0.1094 0.7989 -2.3350 0.02 0.09 -0.22 -0.2159
H -1.4958 1.5622 -5.4490 0.00 0.00 0.01 0.0728
H -1.8402 0.1450 -4.4374 0.00 0.00 0.00 0.0798
H -0.1994 0.4225 -5.0495 -0.02 0.00 -0.01 0.0670
H -0.3549 3.6296 -4.3342 0.01 -0.02 -0.04 0.0771
H 1.0193 2.5125 -4.3793 0.02 0.00 0.03 0.0817
H 0.5988 3.3295 -2.8707 -0.03 0.02 0.00 0.0889
H -2.5571 2.8990 -3.6131 -0.01 -0.03 -0.01 0.0806
H -1.8369 2.9658 -2.0014 0.00 0.06 0.02 0.0641
H -2.7323 1.5281 -2.4995 0.01 0.00 0.03 0.0798
H -0.7039 -0.1279 -2.3317 -0.03 0.01 0.10 0.0396
```
Positions in Å, forces in eV/Å.

The calculation puts the HOMO-LUMO gap (spin up / spin down) at 0.151 / 0.145 Eh. Its total energy is -130502.8680 eV. The charge is -2. The HOMO energy (spin up / spin down) comes out at -0.2 / -0.1 eV.

Entry from OMol25: the ion C5H10N with charge +1 at a distorted geometry (ωB97M-V/def2-TZVPD).

```
16
Properties=species:S:1:pos:R:3:forces:R:3:lowdin_charge:R:1
C 1.0325 1.2358 3.0439 -2.56 -4.40 -4.86 0.0417
C 0.4525 0.4369 1.9930 -0.12 -1.32 -2.79 0.1433
C 0.0067 -0.5003 0.6452 2.58 5.78 7.66 -0.0446
N -0.2416 0.0625 -0.6680 0.23 1.53 0.32 -0.2446
C 0.7298 -0.5775 -1.5584 0.64 1.07 -3.40 -0.0306
C -1.6498 -0.1530 -1.1522 2.80 -2.82 -0.13 0.0569
H 0.5493 1.2617 4.0158 -0.11 0.60 -0.29 0.0671
H 2.0524 1.5089 2.8219 0.24 0.07 0.40 0.0576
H -0.1280 -1.5524 0.7793 0.17 -0.28 0.02 0.0923
H -0.0245 1.0878 -0.8045 -0.30 -1.20 1.16 0.2117
H 0.6824 0.0297 -2.5705 -0.07 -1.64 1.71 0.1586
H 1.7482 -0.4582 -1.2254 0.09 0.10 0.56 0.1026
H 0.5150 -1.6340 -1.6754 -0.19 0.01 -0.17 0.1136
H -1.9687 -1.0229 -0.6251 -0.41 -0.89 -0.06 0.1049
H -2.2192 0.5948 -0.8259 -2.30 3.28 0.81 0.0697
H -1.5372 -0.3200 -2.1937 -0.69 0.11 -0.94 0.1001
```
Positions in Å, forces in eV/Å.

The calculation puts the HOMO-LUMO gap (spin up / spin down) at 0.329 / 0.328 Eh. Its total energy is -6824.3913 eV. As for the SMILES: C=C=C[NH+](C)C. The calculation puts the relative energy (zero: lowest compared OMol25 entry of this formula, charge and spin) at 560.6 kJ/mol. The charge is +1. The HOMO energy (spin up / spin down) comes out at -13.3 / -13.3 eV.

Entry from OMol25: a structure of composition C45H80FMnO25 at a distorted geometry (ωB97M-V/def2-TZVPD).

```
152
Properties=species:S:1:pos:R:3:forces:R:3:lowdin_charge:R:1
Mn -1.9479 0.0497 2.6997 -0.26 0.21 0.11 0.9404
C -6.1607 -0.0748 1.8407 -0.41 -0.68 -1.16 0.0211
C -7.3295 0.3457 2.5483 -0.32 0.12 0.84 -0.3308
C -7.0518 1.0230 3.9769 2.39 -1.72 -1.97 -0.3788
O -7.9801 1.3932 4.6029 -2.63 1.33 1.85 0.0700
C -5.6673 1.0566 4.4338 -0.85 -0.54 -0.96 0.0144
C -4.6491 0.5318 3.6638 -1.62 1.72 1.53 -0.4111
C -4.8856 -0.0644 2.3315 -0.89 0.39 0.21 -0.3637
O -3.8099 -0.4586 1.7863 0.86 -0.74 -1.37 -0.1108
O -3.4469 0.6809 4.0154 2.05 -0.19 0.40 -0.1219
O -8.4878 0.1635 2.1569 1.22 0.39 0.41 0.0232
H -6.4110 -0.5007 0.8724 0.38 -0.01 0.07 0.0864
H -5.4862 1.4951 5.4006 0.21 0.12 0.15 0.1038
F -0.4275 -0.5593 1.6283 0.05 -0.08 -0.14 -0.4580
C -3.8670 3.8903 2.8062 0.53 0.94 -1.68 0.0457
O -3.9190 3.4641 1.3729 -0.93 1.26 1.04 0.0185
C -2.9051 2.7789 0.9476 0.25 -1.22 1.72 -0.6981
O -2.0165 2.4003 1.6984 0.87 -0.33 -0.28 0.0302
O -3.0499 2.4712 -0.2905 1.40 -1.12 -2.73 0.0344
C -1.9541 1.6086 -0.9695 -1.91 0.60 1.12 0.0780
H -4.5570 4.7687 2.7687 0.28 -1.10 0.59 0.1078
H -2.8370 4.2892 2.9748 -0.81 -0.51 0.16 0.0937
H -4.1146 3.0282 3.4380 -0.08 0.54 -0.06 0.0780
H -2.4396 1.3440 -1.9210 0.64 0.41 0.35 0.0885
H -1.7961 0.7198 -0.3677 -0.09 -0.11 0.19 0.0802
H -1.0244 2.1704 -1.0023 -0.22 0.19 -0.34 0.0736
C 1.3143 -1.2534 4.2686 0.94 -0.89 2.68 -0.0101
O 1.8193 0.0559 3.8848 0.56 -1.39 -0.68 0.0560
C 0.8697 0.9087 3.8131 -4.14 1.04 0.29 -0.6034
O -0.3140 0.6567 4.1451 2.11 0.77 -0.33 0.0050
O 1.2425 2.0991 3.3495 0.56 -0.63 0.48 0.0163
C 0.3091 3.1563 3.5011 0.02 2.94 -0.45 -0.0414
H 2.1703 -1.9381 4.2440 0.05 0.46 0.05 0.0877
H 0.5427 -1.7556 3.6977 -0.35 1.03 -0.51 0.0620
H 0.9829 -1.1383 5.3580 0.27 -0.41 -1.59 0.1313
H 0.5966 3.9497 2.7282 -0.38 -1.30 0.78 0.1048
H 0.4097 3.7338 4.4649 0.12 -1.15 -0.56 0.1126
H -0.7324 2.8849 3.3428 0.34 -0.28 0.03 0.0590
C -3.3024 -1.4626 6.2891 -0.29 -1.96 0.65 -0.0012
O -3.8446 -2.2963 5.2018 0.98 1.56 0.49 0.0185
C -3.0333 -2.3424 4.1482 0.95 -0.27 2.17 -0.6196
O -1.8842 -1.8780 4.1191 -1.42 -0.30 -0.58 0.0217
O -3.6086 -3.1344 3.3092 0.26 -0.73 -1.73 0.0551
C -2.9365 -3.3326 2.0545 0.78 1.83 0.01 -0.0053
H -2.6214 -2.1422 6.8748 -1.01 0.52 -0.07 0.1050
H -4.2053 -1.1165 6.8367 0.98 -0.08 -0.31 0.1108
H -2.6301 -0.7241 5.9180 -0.23 0.96 -0.44 0.0609
H -2.7323 -4.3529 1.8942 -0.47 -1.37 -0.23 0.0784
H -1.9522 -2.8442 2.0141 -0.23 0.08 0.44 0.0828
H -3.5181 -2.7904 1.3285 -0.39 -0.39 -0.53 0.0830
C -0.0306 -4.2294 -3.5465 -0.34 -0.98 -1.57 -0.0225
O 0.7300 -4.5265 -2.3729 -0.97 -0.80 -1.61 0.0435
C 0.8475 -3.5313 -1.5604 1.32 3.11 2.17 -0.6027
O 0.6262 -2.3426 -1.7422 -0.38 -1.53 -0.35 0.1083
O 1.4231 -3.9871 -0.4378 -0.73 -0.92 -0.19 0.0016
C 1.6989 -3.0694 0.6019 3.36 1.94 -1.58 -0.0536
H 0.1330 -5.0520 -4.2482 0.59 -0.03 0.19 0.0902
H 0.2604 -3.3133 -4.0870 -0.20 -0.20 0.84 0.0833
H -1.1119 -4.3470 -3.4058 0.20 0.81 0.61 0.1042
H 0.8740 -2.7649 1.2035 -0.69 0.29 0.12 0.0671
H 2.2829 -2.1792 0.1509 -1.53 -0.97 0.55 0.1034
H 2.5286 -3.5172 1.1444 -0.48 -0.44 0.58 0.0914
C 1.8782 0.4964 0.3526 -0.46 -0.33 -0.29 -0.0056
O 2.8511 1.2728 -0.4369 -1.42 -0.18 0.82 0.0277
C 3.5906 0.6243 -1.2829 1.82 -1.84 -0.80 -0.6168
O 3.8228 -0.5822 -1.3953 -1.32 1.52 0.66 0.0670
O 4.2352 1.5156 -2.0492 0.12 0.75 -0.90 -0.0140
C 4.9460 0.9301 -3.1717 0.50 -0.83 2.06 -0.0146
H 1.1916 -0.1191 -0.2778 0.85 0.50 0.37 0.0890
H 1.2820 1.1694 0.9527 -0.03 0.62 -0.44 0.0695
H 2.3739 -0.0967 1.1051 0.46 -0.47 -0.18 0.0840
H 5.6263 1.6128 -3.6261 -0.25 1.15 -0.36 0.0861
H 4.2358 0.4628 -3.8077 -0.40 -0.24 -0.85 0.0736
H 5.6101 0.1768 -2.7575 -0.09 -0.46 -0.11 0.0813
C 1.3167 4.1781 -4.1027 0.14 -0.86 0.11 -0.1595
C 2.7506 3.9154 -4.5026 -0.12 -0.50 -0.01 -0.1875
C 3.4742 4.9861 -3.7407 0.19 1.84 -0.17 -0.1364
O 2.4371 6.0082 -3.4181 1.83 -0.18 0.31 -0.1434
C 1.2827 5.6842 -4.1193 0.16 -0.45 -2.00 -0.2394
H 1.3607 3.8035 -3.0855 -0.93 0.22 0.42 0.0917
H 0.5898 3.5988 -4.6546 -0.29 0.13 -0.21 0.1126
H 2.8963 3.8750 -5.5619 0.19 0.76 -0.84 0.1078
H 3.0804 2.9524 -4.2040 0.20 -1.05 0.65 0.0739
H 4.2217 5.4741 -4.3780 -0.03 0.07 0.15 0.1120
H 3.9979 4.6897 -2.8133 -0.66 -0.04 -0.30 0.1257
H 1.3100 6.0421 -5.2188 0.05 -0.32 1.33 0.1445
H 0.4520 6.1544 -3.6518 -0.69 0.29 0.43 0.0881
C 1.3121 -0.0597 -4.0636 0.88 0.07 0.82 -0.1522
C 0.3843 -0.4122 -5.2147 -1.36 -0.78 0.90 -0.1434
C -0.9056 0.3853 -4.8856 0.24 0.83 -0.52 -0.1841
O -0.6264 1.2903 -3.7935 0.70 -0.79 -0.88 -0.1671
C 0.3699 0.5589 -3.0325 -1.20 0.10 0.14 -0.1968
H 1.9397 0.7719 -4.3645 0.57 -0.01 -0.19 0.0877
H 1.9421 -0.8852 -3.5918 -0.88 0.98 -0.83 0.1301
H 0.0652 -1.4550 -5.1357 0.36 -0.09 -0.17 0.0861
H 0.6756 -0.2453 -6.2372 0.69 0.23 -0.16 0.0999
H -1.6796 -0.3318 -4.6201 -0.26 0.16 0.18 0.0925
H -1.2058 0.9839 -5.7618 -0.19 -0.12 0.47 0.1228
H -0.2226 -0.2175 -2.5327 0.59 -0.05 0.44 0.1106
H 0.8254 1.2726 -2.3240 -0.07 -0.45 -0.26 0.1153
C 6.5499 -3.2740 -0.2502 -0.97 0.92 -0.68 -0.1661
C 7.3535 -2.0073 -0.0320 0.71 -1.12 -1.29 -0.1443
C 8.0105 -1.8827 -1.4756 -0.84 2.53 2.12 -0.2013
O 7.0712 -2.3958 -2.3785 1.03 0.40 -0.43 -0.1365
C 6.0414 -3.0182 -1.6740 -3.46 1.33 0.36 -0.2256
H 5.8506 -3.5055 0.5585 -0.30 0.19 -0.48 0.1142
H 7.2289 -4.0725 -0.3221 1.02 -1.33 0.09 0.0907
H 8.0432 -2.2316 0.7743 0.39 0.70 0.07 0.1049
H 6.7050 -1.1739 0.1540 -0.19 0.51 0.31 0.0987
H 8.9277 -2.4065 -1.4995 1.11 -0.75 -0.24 0.0916
H 8.2228 -0.7809 -1.6386 -0.22 -1.16 -0.29 0.1256
H 5.7400 -3.8582 -2.2576 -0.04 -1.09 -0.12 0.1017
H 5.0907 -2.3187 -1.7226 1.81 -1.21 0.56 0.1281
C 0.5988 4.5779 -0.4158 -0.99 0.39 0.44 -0.1287
C -0.6811 5.3073 -1.0263 2.93 -0.52 0.96 -0.1105
C -1.0575 6.0586 0.2136 -1.79 1.19 -1.56 -0.2482
O 0.0840 6.4830 0.8570 1.29 0.19 0.35 -0.1090
C 1.1834 5.7688 0.3050 1.35 -0.46 1.18 -0.2150
H 1.2671 4.0673 -1.0977 0.10 0.17 -0.17 0.0890
H 0.2734 3.8501 0.3569 -0.04 0.17 -0.50 0.1018
H -1.3620 4.5662 -1.3163 -1.31 -0.63 -0.76 0.0866
H -0.3484 5.9851 -1.8032 -0.18 -0.12 -0.35 0.0943
H -1.6255 5.3518 0.7795 -0.74 -0.08 1.05 0.1014
H -1.6113 6.9824 -0.0538 -0.32 -0.67 0.41 0.1371
H 1.8514 5.5499 1.1576 -0.24 -0.35 -0.28 0.1194
H 1.8028 6.3615 -0.3531 -0.13 0.58 -0.51 0.1095
C -5.0769 -0.8446 -1.5618 1.75 0.60 -0.63 -0.1479
C -5.3930 0.1103 -2.7242 -0.77 0.25 0.16 -0.1445
C -4.3464 -0.2021 -3.7683 0.33 -2.85 0.13 -0.1469
O -3.6509 -1.4228 -3.2427 0.18 1.02 -1.86 -0.1698
C -4.4436 -2.0272 -2.2664 0.64 1.11 0.92 -0.2275
H -5.8102 -1.1645 -0.8946 -1.71 -0.10 0.74 0.0755
H -4.3393 -0.3169 -0.9736 0.37 -0.16 0.46 0.0970
H -5.2392 1.1348 -2.4447 -0.34 0.57 0.53 0.0993
H -6.4285 0.0102 -3.1045 0.59 -0.04 0.06 0.1193
H -3.5510 0.4794 -4.0207 0.04 0.64 0.45 0.0873
H -4.8204 -0.4843 -4.7021 -0.08 -0.10 -0.36 0.1062
H -3.7364 -2.6303 -1.6812 -0.50 0.05 0.15 0.1255
H -5.2659 -2.6082 -2.6257 -0.41 -0.94 -0.81 0.1075
C 0.7539 -6.3609 3.1029 0.62 -0.05 0.51 -0.1739
C 2.1729 -6.8235 2.8460 0.71 1.01 0.24 -0.1244
C 2.9938 -5.7037 3.5913 -0.46 -0.13 -0.63 -0.1726
O 2.0598 -4.6836 4.0103 0.21 -0.30 -0.67 -0.1309
C 0.8421 -4.8902 3.2711 1.11 0.63 -0.61 -0.2036
H 0.3512 -6.7553 3.9832 -0.34 -0.81 1.70 0.1004
H 0.0506 -6.6090 2.3873 -1.19 -0.63 -1.93 0.0933
H 2.3511 -6.8021 1.7661 0.25 0.04 0.18 0.1086
H 2.4823 -7.7932 3.2317 -0.44 -0.13 -0.03 0.1033
H 3.7857 -5.3362 2.9387 -0.17 0.53 -0.26 0.0993
H 3.5292 -6.0486 4.4608 -0.15 -0.32 0.55 0.1025
H 0.8198 -4.3532 2.3211 0.60 -0.32 -0.10 0.0816
H 0.0283 -4.4382 3.7652 -0.92 0.30 1.29 0.1084
```
Positions in Å, forces in eV/Å.

The spin multiplicity is 6. The calculation puts the HOMO-LUMO gap (spin up / spin down) at 0.238 / 0.238 Eh. Its total energy is -133186.6324 eV. The charge is -1. The HOMO energy (spin up / spin down) comes out at -4.5 / -4.5 eV.

We obtain molecular weight values of 920.37 84.14 1095.05 g/mol for the records listed above, in that order.